The following is a quantum chemistry calculation of a 2-piece molecular cluster, CH2N2S2 overall at a distorted geometry, from the OMol25 dataset.

```
7
Properties=species:S:1:pos:R:3:forces:R:3
C 0.93391 0.86434 1.40249 -0.573 -0.511 0.354
N 0.67562 1.80125 0.72360 0.074 -0.647 4.891
N -1.52900 -1.19467 -1.41345 0.653 0.316 2.595
S 1.04955 -0.34677 2.38496 0.454 -0.054 0.320
S -0.29096 -1.67079 -0.56090 -1.164 0.246 -1.126
H -1.53782 -1.44631 -2.36633 0.406 -0.639 -1.636
H 0.69870 1.99297 -0.17037 0.150 1.289 -5.398
```
Positions in Å, forces in eV/Å.

Values from the calculation:
Charge: 0
HOMO (spin up / spin down): -0.321 / -0.320 Ha
ΔE to the lowest compared entry with this formula, charge and spin: 1.888 eV
2S+1: 1
Gap between HOMO and LUMO (spin up / spin down): 7.36 / 7.35 eV

Charges computed using natural (NBO), reported in e:
1. C 0.25
2. N -0.65
3. N -0.73
4. S 0.00
5. S 0.39
6. H 0.34
7. H 0.40

The following is a quantum chemistry calculation of one molecule with the formula CH2N2S2 at a distorted geometry, from the OMol25 dataset.

```
7
Properties=species:S:1:pos:R:3:forces:R:3
C 0.10524 -0.31139 0.58976 0.284 0.887 -0.641
N -1.88442 0.97356 0.69413 -0.640 0.642 0.390
N -0.82403 0.53988 1.06636 0.621 0.668 2.092
S -0.25454 -1.84986 0.35275 -0.387 -1.445 -0.160
S 1.72958 0.37309 0.47101 -0.626 0.346 0.138
H -2.05236 0.70821 -0.25783 -0.389 -0.434 -1.622
H 2.06225 -0.89044 0.54670 1.136 -0.664 -0.198
```
Positions in Å, forces in eV/Å.

Values from the calculation:
Charge: 0
HOMO: -0.337 Ha
ΔE to the lowest compared entry with this formula, charge and spin: 1.825 eV
2S+1: 1
Gap between HOMO and LUMO: 8.32 eV

Charges computed using natural (NBO), reported in e:
1. C -0.21
2. N -0.21
3. N -0.13
4. S 0.00
5. S 0.09
6. H 0.29
7. H 0.16

The following is a quantum chemistry calculation of one molecule with the formula CH2N2S2 at a distorted geometry, from the OMol25 dataset.

```
7
Properties=species:S:1:pos:R:3:forces:R:3
C -0.37067 -0.09709 0.71385 -2.325 1.860 1.018
N -1.11034 0.83126 0.59773 0.942 -2.899 2.241
N 0.58993 -0.98226 0.74026 0.851 -0.320 -0.734
S 0.22346 0.99164 -2.07728 0.967 -0.451 -0.938
S -1.10930 1.90657 -1.13121 -0.641 1.559 -1.245
H 1.16165 -0.75543 -0.07626 0.494 -1.066 0.356
H 0.61527 -1.89469 1.23292 -0.288 1.318 -0.699
```
Positions in Å, forces in eV/Å.

Values from the calculation:
Charge: 0
⟨S²⟩: 2.015
HOMO (spin up / spin down): -0.263 / -0.351 Ha
ΔE to the lowest compared entry with this formula, charge and spin: 0.000 eV
2S+1: 3
Gap between HOMO and LUMO (spin up / spin down): 7.67 / 8.41 eV

Charges computed using natural (NBO), reported in e:
1. C 0.50
2. N -0.52
3. N -0.85
4. S -0.25
5. S 0.25
6. H 0.43
7. H 0.44

The following is a quantum chemistry calculation of one molecule with the formula CH2N2S4 at a distorted geometry, from the OMol25 dataset.

```
9
Properties=species:S:1:pos:R:3:forces:R:3
C 0.41608 0.38227 0.17084 2.021 1.275 0.057
N 1.42676 -0.42068 -0.05464 -1.291 2.222 0.313
N 1.43380 -1.52999 -0.62320 0.977 -1.942 -0.261
S -0.35002 -0.24513 -2.49651 0.615 -0.779 -0.337
S 0.81986 -1.78316 -2.07572 -1.077 1.140 0.126
S -1.68785 0.45006 2.29829 0.431 0.761 -0.691
S -1.23250 -0.17372 0.29541 -0.453 0.791 0.855
H 0.74834 1.49200 0.35995 -0.984 -2.311 -0.012
H -1.57446 1.82834 2.12558 -0.239 -1.158 -0.051
```
Positions in Å, forces in eV/Å.

Values from the calculation:
Charge: 0
HOMO (spin up / spin down): -0.323 / -0.323 Ha
ΔE to the lowest compared entry with this formula, charge and spin: 1.161 eV
2S+1: 1
Gap between HOMO and LUMO (spin up / spin down): 7.22 / 7.22 eV

Atom charges from the natural (NBO) analysis, given in e for atoms 1 to 8:
1. C -0.12
2. N -0.19
3. N -0.36
4. S -0.38
5. S 0.64
6. S -0.16
7. S 0.19
8. H 0.24

The following is a quantum chemistry calculation of a 2-piece molecular cluster, CH2N3O2 overall at a distorted geometry, from the OMol25 dataset.

```
8
Properties=species:S:1:pos:R:3:forces:R:3
C 0.41914 -0.40518 -1.39816 -3.417 3.146 -4.508
N -0.84326 0.57586 0.74498 0.599 -0.073 -1.664
N 1.92096 -0.96069 0.28443 3.990 -1.429 4.697
N -1.13281 0.85654 1.77721 -0.011 -0.696 -0.447
O -1.45589 1.04660 2.85378 -0.659 0.833 2.327
O 1.25012 -0.73358 -0.56502 -2.712 1.368 -3.503
H 0.31675 0.61884 -2.08922 1.548 -2.438 2.388
H -0.47501 -0.99839 -1.60799 0.661 -0.712 0.709
```
Positions in Å, forces in eV/Å.

Values from the calculation:
Charge: +1
HOMO: -0.591 Ha
ΔE to the lowest compared entry with this formula, charge and spin: 4.926 eV
2S+1: 1
Gap between HOMO and LUMO: 8.37 eV

Charges computed using natural (NBO), reported in e:
1. C 0.00
2. N -0.23
3. N 0.38
4. N 0.49
5. O -0.24
6. O 0.00
7. H 0.33
8. H 0.28

The following is a quantum chemistry calculation of a 2-piece molecular cluster, CH2N3O4 overall at a distorted geometry, from the OMol25 dataset.

```
10
Properties=species:S:1:pos:R:3:forces:R:3
C -0.15343 1.91097 -1.54556 0.293 -0.551 -0.421
N -0.37046 -2.04062 0.96317 -0.110 0.930 1.034
N 0.70010 -1.35869 0.26853 -0.194 -1.450 0.346
N 0.63804 -0.08157 0.36497 -0.684 -0.444 0.229
O -0.30617 1.04120 -2.27450 -0.611 -1.595 -1.283
O 1.44496 0.56084 -0.31548 1.342 0.913 -0.454
O -0.05109 2.87267 -0.94831 0.104 2.397 1.490
O -0.21380 0.51541 1.06350 -0.616 0.291 0.448
H -0.46101 -1.66426 1.97505 0.044 -0.393 -2.225
H -1.22715 -1.75594 0.44862 0.432 -0.100 0.837
```
Positions in Å, forces in eV/Å.

Values from the calculation:
Charge: -1
HOMO: -0.158 Ha
ΔE to the lowest compared entry with this formula, charge and spin: 0.329 eV
2S+1: 1
Gap between HOMO and LUMO: 8.08 eV

Atom charges from the natural (NBO) analysis, given in e for atoms 1 to 8:
1. C 1.05
2. N -0.71
3. N -0.28
4. N 0.55
5. O -0.55
6. O -0.58
7. O -0.53
8. O -0.62

The following is a quantum chemistry calculation of one molecule with the formula CH2N4 at a distorted geometry, from the OMol25 dataset.

```
7
Properties=species:S:1:pos:R:3:forces:R:3
C 0.66923 -0.47556 -0.08095 0.139 0.059 1.924
H 1.70943 -0.64899 0.26127 -0.802 -0.187 -1.090
H 0.51403 1.59915 -0.15361 1.316 2.667 -0.202
N -0.33869 -1.29784 -0.01601 -0.070 -1.737 -0.394
N -1.48618 -0.57529 -0.01963 0.690 -0.594 0.189
N -1.19561 0.65658 0.00787 -0.386 0.903 -0.334
N 0.12779 0.74195 0.00106 -0.887 -1.111 -0.093
```
Positions in Å, forces in eV/Å.

Values from the calculation:
Charge: 0
HOMO: -0.403 Ha
ΔE to the lowest compared entry with this formula, charge and spin: 1.955 eV
2S+1: 1
Gap between HOMO and LUMO: 11.74 eV

Charges computed using natural (NBO), reported in e:
1. C 0.12
2. H 0.23
3. H 0.41
4. N -0.30
5. N -0.06
6. N -0.05
7. N -0.35

The following is a quantum chemistry calculation of one molecule with the formula CH2N4O at a distorted geometry, from the OMol25 dataset.

```
8
Properties=species:S:1:pos:R:3:forces:R:3
C -0.02326 0.10734 -0.03293 -1.214 -3.496 -0.042
N -1.33570 -0.00243 -0.00417 0.024 2.704 0.346
N -1.64984 -1.29545 -0.09815 0.827 0.029 -0.213
N -0.63953 -1.99212 -0.21194 0.736 -1.227 -0.145
N 0.78415 1.12455 0.15395 2.595 3.321 0.230
O 0.51420 -1.14345 -0.18072 -0.751 1.297 0.137
H 0.52650 2.12661 0.31138 -0.536 -1.909 -0.310
H 1.82348 1.07495 0.06257 -1.681 -0.719 -0.003
```
Positions in Å, forces in eV/Å.

Values from the calculation:
Charge: 0
HOMO: -0.368 Ha
ΔE to the lowest compared entry with this formula, charge and spin: 1.217 eV
2S+1: 1
Gap between HOMO and LUMO: 10.45 eV

Charges computed using natural (NBO), reported in e:
1. C 0.64
2. N -0.41
3. N -0.01
4. N 0.07
5. N -0.81
6. O -0.34
7. H 0.43
8. H 0.42